[1]
This record from OMol25 describes C4H7OP in the gas phase. The level of theory is ωB97M-V with the def2-TZVPD basis set.

Output
LUMO (alpha / beta) ... 1.1 / -1.2 eV
HOMO level (alpha / beta) ... -7.03 / -9.45 eV
Total charge ... 0
E_tot ... -15592.4240 eV
Multiplicity ... 3
Energy above the lowest of the compared OMol25 structures with the same formula, charge and spin ... 42.4 kcal/mol

Cartesian coordinates (Å):
C  0.86379  0.57574  0.63366
C  -1.22379  0.48742  -1.00531
C  1.00382  -1.68791  -0.08757
C  -0.62181  0.71573  0.48370
O  1.37572  -0.36625  -0.32719
P  -1.78425  -0.74061  0.22999
H  1.38844  1.54883  0.40262
H  1.05606  0.23429  1.68966
H  -1.97346  1.24920  -1.34538
H  -0.38890  0.35337  -1.64493
H  0.66692  -1.98602  -0.96077
H  0.57411  -1.96263  0.82269
H  -0.93664  1.57884  1.10884

Löwdin atomic charge list, values in e, 4 entries: -0.26 -0.39 -0.05 -0.52


[2]
This record from OMol25 describes a molecular structure, C59H50ClGeOP2Zn. The level of theory is ωB97M-V with the def2-TZVPD basis set.

Output
LUMO ... 2.1 eV
HOMO level ... -2.93 eV
Total charge ... -1
E_tot ... -200074.8161 eV
Energy above the lowest of the compared OMol25 structures with the same formula, charge and spin ... 9.0 kcal/mol

Cartesian coordinates (Å):
Zn  8.69787  -20.30986  -4.45562
C  15.84483  -18.95585  -10.43476
C  15.17746  -20.07838  -9.56927
C  15.81819  -21.43178  -9.89379
C  15.37762  -19.81562  -8.08314
C  16.63119  -19.88180  -7.52479
C  16.85687  -19.77343  -6.17927
C  15.72411  -19.57538  -5.33092
C  14.46692  -19.44642  -5.85725
P  12.92361  -19.63616  -4.88121
C  13.61556  -20.74695  -3.55207
C  13.88218  -20.29728  -2.23517
C  14.38648  -21.16529  -1.28210
C  14.64503  -22.51752  -1.54989
C  14.42752  -22.93373  -2.86283
C  13.91115  -22.08362  -3.83040
C  12.83022  -18.01669  -3.97813
C  13.77411  -16.98752  -3.90916
C  13.45268  -15.83330  -3.23584
C  12.29936  -15.72335  -2.48516
C  11.33174  -16.72836  -2.52369
C  11.63430  -17.87509  -3.30260
C  14.31149  -19.54402  -7.21831
O  13.02905  -19.42090  -7.65858
C  12.70474  -19.85691  -8.91773
C  11.34206  -19.88781  -9.24417
C  10.98228  -20.35408  -10.51071
C  11.97151  -20.71267  -11.40764
C  13.32546  -20.55927  -11.12753
C  13.72478  -20.15995  -9.85223
P  10.14195  -19.53874  -7.86761
C  8.90466  -18.41230  -8.61138
C  8.02696  -18.70815  -9.67681
C  7.19078  -17.77129  -10.18538
C  7.18075  -16.48125  -9.62063
C  7.99632  -16.21979  -8.55388
C  8.90892  -17.12461  -8.07263
C  9.19707  -21.11830  -7.93829
C  7.87867  -21.06212  -7.48155
C  7.13268  -22.25092  -7.51487
C  7.71372  -23.45282  -7.93215
C  9.00558  -23.50190  -8.36500
C  9.75129  -22.33133  -8.31937
H  16.90599  -18.99488  -10.23411
H  15.41064  -17.96368  -10.17068
H  15.62229  -19.09165  -11.47005
H  16.91878  -21.53578  -9.73123
H  15.69900  -21.63853  -10.93808
H  15.33518  -22.19253  -9.30037
H  17.43564  -20.12939  -8.19174
H  17.85207  -19.95498  -5.81747
H  15.86615  -19.50596  -4.26058
H  13.65652  -19.21910  -1.91199
H  14.55439  -20.80511  -0.26813
H  14.97130  -23.16641  -0.75511
H  14.67030  -23.94698  -3.24735
H  13.73032  -22.49998  -4.83249
H  14.69417  -17.07128  -4.51730
H  14.20315  -15.01864  -3.15303
H  12.14358  -14.79451  -1.92588
H  10.41777  -16.68063  -1.95605
H  10.95545  -18.69135  -3.34598
H  9.92881  -20.53061  -10.77110
H  11.62829  -21.15603  -12.34028
H  14.07186  -20.66704  -11.93695
H  8.00340  -19.71043  -10.10059
H  6.50253  -17.98096  -10.96076
H  6.49457  -15.70226  -9.98915
H  7.83757  -15.27492  -8.02998
H  9.54650  -16.88364  -7.21794
H  7.36358  -20.19958  -7.06095
H  6.12191  -22.24952  -7.24490
H  7.08909  -24.32676  -7.96421
H  9.47722  -24.43694  -8.59998
H  10.80375  -22.36463  -8.60095
C  8.44765  -18.47197  -4.87614
Ge  7.16727  -17.27653  -4.11704
C  5.34570  -17.48730  -4.87676
C  5.22008  -17.87477  -6.18273
C  3.98723  -18.12927  -6.75585
C  2.85891  -18.17377  -6.00009
C  2.92627  -17.78272  -4.65048
C  4.15928  -17.42496  -4.10992
C  7.07878  -17.35554  -2.16072
C  6.65018  -16.26704  -1.40887
C  6.80875  -16.21850  -0.01091
C  7.38693  -17.31494  0.65595
C  7.68243  -18.44588  -0.09881
C  7.55248  -18.45672  -1.47551
C  7.55582  -15.36195  -4.41767
C  6.57502  -14.38619  -4.55622
C  6.91128  -13.06301  -4.57864
C  8.21704  -12.64892  -4.61059
C  9.24092  -13.59473  -4.53219
C  8.88157  -14.91479  -4.42989
H  9.10312  -17.97896  -5.55382
H  6.11747  -18.02606  -6.75096
H  3.93784  -18.39810  -7.81677
H  1.87644  -18.38599  -6.46904
H  2.00710  -17.76463  -4.02702
H  4.18585  -17.15664  -3.05095
H  6.32980  -15.38209  -1.91897
H  6.40100  -15.33815  0.52585
H  7.58235  -17.26858  1.70165
H  8.07264  -19.31581  0.46725
H  7.94657  -19.29704  -2.03652
H  5.54224  -14.66884  -4.54329
H  6.05992  -12.33366  -4.68764
H  8.36493  -11.56352  -4.70127
H  10.27972  -13.30341  -4.53167
H  9.71977  -15.60441  -4.42097
Cl  9.20728  -22.09497  -1.88853
C  9.11541  -22.07791  -3.74426
H  8.49293  -22.91802  -4.03122
H  10.13020  -22.39835  -4.02774

Löwdin atomic charge list, values in e, 4 entries: 0.62 0.00 -0.44 -0.03


[3]
This record from OMol25 describes a molecular structure, C31H31Br2CaN9. The level of theory is ωB97M-V with the def2-TZVPD basis set.

Output
LUMO ... 0.4 eV
HOMO level ... -7.01 eV
Total charge ... 0
E_tot ... -204589.4426 eV
Energy above the lowest of the compared OMol25 structures with the same formula, charge and spin ... 0.0 kcal/mol

Cartesian coordinates (Å):
Ca  -0.03038  -0.42598  -0.15185
C  -1.98251  1.27686  2.06119
N  -0.56802  0.94147  2.07099
C  0.38541  1.99097  2.38742
C  1.39784  2.19766  1.29460
N  1.31798  1.72522  0.08170
C  2.46107  2.19068  -0.57324
C  2.87271  2.01924  -1.89191
C  4.06285  2.60774  -2.27563
C  4.83206  3.35973  -1.37534
C  4.42595  3.55405  -0.06705
C  3.22821  2.95749  0.30623
N  2.51126  2.95306  1.49197
C  -2.52892  1.35384  0.66242
N  -1.81884  1.21871  -0.42453
C  -2.71680  1.38664  -1.48285
C  -2.49950  1.34250  -2.85637
C  -3.58791  1.53782  -3.68275
C  -4.87056  1.76788  -3.16212
C  -5.10023  1.81156  -1.79869
C  -3.99555  1.61880  -0.97859
N  -3.84219  1.59395  0.40188
H  -2.53754  0.51072  2.60401
H  -2.16952  2.23386  2.55912
H  -0.42413  0.08497  2.59482
H  -0.13530  2.94006  2.54298
H  0.92412  1.77194  3.31287
H  2.28154  1.43784  -2.58729
H  4.41294  2.48697  -3.29315
H  5.76022  3.80241  -1.71305
H  5.01313  4.14175  0.62794
H  2.81358  3.33262  2.37144
H  -1.51556  1.12823  -3.25477
H  -3.45421  1.49491  -4.75607
H  -5.70022  1.90755  -3.84328
H  -6.09073  1.98369  -1.39644
H  -4.57478  1.66987  1.08489
Br  2.34003  -1.54212  -2.04284
C  1.16961  -1.72782  -3.55774
C  1.77440  -1.86316  -4.77148
C  0.97407  -2.07228  -5.91639
C  -0.37972  -2.17573  -5.78543
C  -1.00502  -2.05238  -4.51782
C  -2.40369  -2.22502  -4.37766
C  -2.98038  -2.13489  -3.14439
C  -2.19644  -1.79896  -2.01480
C  -0.83250  -1.57957  -2.05924
C  -0.23657  -1.77643  -3.34685
H  2.85224  -1.82621  -4.85417
H  1.44710  -2.17164  -6.88507
H  -1.00298  -2.36801  -6.65233
H  -2.99471  -2.44727  -5.25993
H  -4.04764  -2.29521  -3.03320
H  -2.72132  -1.70371  -1.06264
C  4.18950  -4.91879  2.06443
C  4.50248  -4.15424  3.34830
C  5.70564  -3.23368  3.16801
C  3.28174  -3.39480  3.87157
N  2.82558  -2.34642  2.96457
C  2.01779  -2.42456  1.91358
N  1.91828  -1.23219  1.37841
N  2.68090  -0.41248  2.14161
N  3.24035  -1.07344  3.08980
H  5.04484  -5.52693  1.76757
H  3.97798  -4.23472  1.23836
H  3.33124  -5.58389  2.18860
H  4.73416  -4.88063  4.13303
H  5.51935  -2.49193  2.38795
H  6.58239  -3.81248  2.87347
H  5.94319  -2.69738  4.08889
H  3.50979  -2.90372  4.81493
H  2.44418  -4.07389  4.02616
H  1.50387  -3.31275  1.58555
Br  -1.31317  -2.17275  1.79008

Löwdin atomic charge list, values in e, 4 entries: 0.93 -0.16 -0.14 -0.13


[4]
This record from OMol25 describes 2 unconnected molecules or ions with the total composition C6H12OS. The level of theory is ωB97M-V with the def2-TZVPD basis set.

Output
LUMO (alpha / beta) ... 0.4 / -0.2 eV
HOMO level (alpha / beta) ... -7.84 / -7.65 eV
Total charge ... 0
E_tot ... -19293.1669 eV
Energy above the lowest of the compared OMol25 structures with the same formula, charge and spin ... 143.4 kcal/mol

Cartesian coordinates (Å):
C  0.00495  0.66729  2.49319
C  1.51302  0.13268  -0.62839
C  -0.07958  -0.13633  1.47708
C  2.34592  0.88436  -1.55418
C  -0.53120  -1.55736  1.38500
C  -2.42231  0.51423  -0.99059
O  0.14293  2.12926  0.12452
S  0.01416  0.72143  -0.18123
H  0.20246  1.68027  2.27618
H  0.05601  0.22377  3.52972
H  1.69263  -0.90628  -0.61346
H  2.02850  0.96537  -2.58073
H  3.34271  0.61444  -1.52972
H  2.49494  1.97707  -1.19947
H  -0.06218  -2.09659  0.51676
H  -0.35341  -2.23992  2.23334
H  -1.64708  -1.69790  1.11566
H  -2.34034  0.63380  -2.00262
H  -2.26752  -0.55573  -0.69533
H  -2.67591  1.20939  -0.24016

Löwdin atomic charge list, values in e, 4 entries: 0.02 -0.34 -0.46 -0.17


Q: Which of these has the lowest E_tot?
A: C31H31Br2CaN9


Q: Which value of E_tot does entry 1 give?
A: -15592.4240 eV